[1]
{
  "formula": "C6H10O",
  "method": "ωB97M-V/def2-TZVPD",
  "species": ["C", "C", "C", "C", "C", "C", "O", "H", "H", "H", "H", "H", "H", "H", "H", "H", "H"],
  "positions_angstrom": [[0.8931, -1.1357, -1.5360], [-0.4184, -1.2872, -0.7749], [-0.3078, -0.9549, 0.7568], [-1.2011, 0.1999, 0.6066], [-0.4218, 1.4479, 0.2796], [-0.1200, 2.1267, 1.6025], [-0.0862, 1.5513, 2.6629], [1.6572, -1.8176, -1.1506], [1.2922, -0.1184, -1.4565], [0.7469, -1.3464, -2.6003], [-0.8330, -2.2925, -0.8784], [-0.7191, -1.7622, 1.3675], [0.7411, -0.7686, 1.0318], [-1.1871, -0.6375, -1.2346], [-0.9770, 2.1531, -0.3500], [0.5739, 1.3018, -0.1821], [0.0999, 3.2117, 1.5325]],
  "lumo_energy_ev": 0.56,
  "gap_ev": 8.91,
  "molar_mass_g_mol": 98.1,
  "e_homo_ev": -8.347,
  "total_charge": 0
}

[2]
{
  "formula": "C6H10O",
  "method": "ωB97M-V/def2-TZVPD",
  "species": ["C", "C", "C", "C", "C", "C", "O", "H", "H", "H", "H", "H", "H", "H", "H", "H", "H"],
  "positions_angstrom": [[-1.1147, -1.4804, 0.2889], [-0.2557, -0.2314, 0.2757], [-1.0663, 1.0533, 0.5414], [0.3003, 1.2129, -1.6079], [0.7330, -0.0335, -0.9448], [1.8098, -0.0981, 0.1468], [0.8537, -0.3739, 1.1797], [-1.5701, -1.5811, 1.2831], [-1.9184, -1.4149, -0.4518], [-0.5182, -2.3779, 0.0981], [-2.0610, 0.8546, 0.9493], [-0.5115, 1.6939, 1.2334], [0.8095, 2.0610, -1.0967], [-1.2300, 1.5869, -0.4104], [0.7201, -0.8831, -1.6343], [2.3317, 0.8533, 0.3211], [2.5452, -0.9040, 0.0422]],
  "lumo_energy_ev": -0.36,
  "gap_ev": 8.36,
  "molar_mass_g_mol": 98.1,
  "e_homo_ev": -8.721,
  "total_charge": 0
}

[3]
{
  "formula": "C6H10O",
  "method": "ωB97M-V/def2-TZVPD",
  "species": ["C", "C", "C", "C", "O", "C", "C", "H", "H", "H", "H", "H", "H", "H", "H", "H", "H"],
  "positions_angstrom": [[1.8402, -0.4364, 0.0137], [0.6142, 0.3807, 0.4434], [-0.0080, 1.2659, -0.6619], [-1.5383, 1.4503, -0.6456], [-2.1405, 0.2764, -0.6483], [-1.4385, -0.9235, -0.2010], [-0.5924, -0.4048, 0.9588], [2.2459, -1.0092, 0.8582], [2.6462, 0.2177, -0.3445], [1.6132, -1.1450, -0.7923], [0.9354, 1.0396, 1.2583], [0.4597, 2.2506, -0.7249], [0.1197, 0.7841, -1.6488], [-1.2349, 0.3525, 1.3975], [-0.8860, -1.4071, -1.0233], [-2.2297, -1.6090, 0.1140], [-0.3752, -1.1527, 1.7215]],
  "lumo_energy_ev": 0.86,
  "gap_ev": 8.94,
  "molar_mass_g_mol": 98.1,
  "e_homo_ev": -8.083,
  "total_charge": 0
}

[4]
{
  "formula": "C6H10O",
  "method": "ωB97M-V/def2-TZVPD",
  "species": ["C", "C", "C", "C", "C", "C", "O", "H", "H", "H", "H", "H", "H", "H", "H", "H", "H"],
  "positions_angstrom": [[-2.2157, 0.0160, 0.2353], [-0.7265, 0.1570, 0.2030], [0.0890, 0.5469, 1.1842], [1.5450, 0.5337, 0.7939], [1.5145, 0.1426, -0.7020], [0.0534, -0.2502, -1.0296], [-0.1246, -1.6303, -1.3273], [-2.5036, -1.0024, -0.0491], [-2.6879, 0.6927, -0.4881], [-2.6259, 0.2325, 1.2261], [-0.2443, 0.8423, 2.1771], [2.1145, -0.1770, 1.4084], [2.0135, 1.5133, 0.9488], [1.8259, 0.9868, -1.3250], [2.1816, -0.6925, -0.9400], [-0.3103, 0.2592, -1.9300], [0.1060, -2.1197, -0.5258]],
  "lumo_energy_ev": 0.98,
  "gap_ev": 10.19,
  "molar_mass_g_mol": 98.1,
  "e_homo_ev": -9.213,
  "total_charge": 0
}

[5]
{
  "formula": "C6H10O",
  "method": "ωB97M-V/def2-TZVPD",
  "species": ["C", "C", "C", "C", "O", "C", "C", "H", "H", "H", "H", "H", "H", "H", "H", "H", "H"],
  "positions_angstrom": [[-0.9978, 2.2489, 0.7444], [-0.7456, 1.1162, 0.4197], [-0.4634, -0.3025, 0.1026], [-1.5653, -0.8602, -0.8058], [-0.3958, -1.0501, 1.3179], [0.9168, -0.4756, -0.5508], [2.0179, 0.3521, 0.1054], [-1.2069, 3.2587, 1.0246], [-2.5403, -0.8000, -0.3118], [-1.6193, -0.2967, -1.7438], [-1.3498, -1.9096, -1.0326], [-1.0420, -0.6826, 1.9326], [1.1398, -1.5458, -0.4664], [0.8426, -0.2407, -1.6190], [3.0092, -0.0420, -0.1379], [1.9062, 0.3446, 1.1937], [1.9771, 1.3927, -0.2296]],
  "lumo_energy_ev": 0.98,
  "gap_ev": 11.11,
  "molar_mass_g_mol": 98.1,
  "e_homo_ev": -10.133,
  "total_charge": 0
}

[6]
{
  "formula": "C6H10O",
  "method": "ωB97M-V/def2-TZVPD",
  "species": ["C", "C", "C", "C", "C", "C", "O", "H", "H", "H", "H", "H", "H", "H", "H", "H", "H"],
  "positions_angstrom": [[-1.7018, -0.1705, 1.2898], [-1.7364, 0.7181, 0.0757], [-0.8978, -0.5257, 0.0758], [0.6100, -0.4567, 0.0613], [1.1844, -0.1418, -1.3231], [2.2727, 0.7127, 1.3555], [1.0348, 0.5964, 0.9888], [-1.1713, 0.2012, 2.1613], [-2.5771, -0.7742, 1.5109], [-2.6351, 0.7258, -0.5336], [-1.2239, 1.6729, 0.1462], [-1.2659, -1.3588, -0.5213], [1.0254, -1.3888, 0.4645], [2.0882, -0.7192, -1.5335], [0.4534, -0.3465, -2.1085], [2.8266, -0.1385, 0.8578], [1.4395, 0.9195, -1.3782]],
  "lumo_energy_ev": 0.76,
  "gap_ev": 9.26,
  "molar_mass_g_mol": 98.1,
  "e_homo_ev": -8.499,
  "total_charge": 0
}

[7]
{
  "formula": "C6H10O",
  "method": "ωB97M-V/def2-TZVPD",
  "species": ["C", "C", "C", "C", "O", "H", "H", "H", "H", "H", "H", "H", "H", "C", "C", "H", "H"],
  "positions_angstrom": [[2.3793, -0.0424, 0.2581], [0.9793, -0.6101, 0.0414], [0.7494, -1.9542, 0.7023], [1.1891, -2.0612, 2.1404], [0.2352, -2.8722, 0.1152], [2.4913, 0.8820, -0.3036], [2.5624, 0.1747, 1.3070], [3.1326, -0.7452, -0.0904], [0.2374, 0.0817, 0.4508], [0.7792, -0.7204, -1.0260], [0.9081, -1.1726, 2.6992], [0.7484, -2.9441, 2.5958], [2.2727, -2.1595, 2.1716], [-4.3537, 3.3930, -3.2536], [-4.9776, 3.6792, -2.2769], [-3.8054, 3.1410, -4.1125], [-5.5276, 3.9303, -1.4188]],
  "lumo_energy_ev": 0.90,
  "gap_ev": 10.42,
  "molar_mass_g_mol": 98.1,
  "e_homo_ev": -9.526,
  "total_charge": 0
}

[8]
{
  "formula": "C6H10O",
  "method": "ωB97M-V/def2-TZVPD",
  "species": ["C", "C", "C", "C", "C", "C", "O", "H", "H", "H", "H", "H", "H", "H", "H", "H", "H"],
  "positions_angstrom": [[0.8200, -1.7714, 0.1465], [-0.3264, -0.8435, -0.3356], [0.8126, 0.9658, 1.6803], [0.1291, 1.5534, 0.7050], [-0.8397, 0.7114, -0.0746], [-0.8538, 0.6464, -1.6040], [0.0577, -0.4347, -1.6499], [0.7081, -2.2225, 1.1381], [1.8085, -1.3068, 0.0726], [0.8296, -2.6111, -0.5695], [-1.2375, -1.4629, -0.3692], [1.5449, 1.4639, 2.3021], [0.6346, -0.0883, 1.8678], [0.1859, 2.6367, 0.5619], [-1.8561, 0.9989, 0.2678], [-1.8508, 0.2774, -1.9013], [-0.5665, 1.4871, -2.2381]],
  "lumo_energy_ev": 1.12,
  "gap_ev": 10.60,
  "molar_mass_g_mol": 98.1,
  "e_homo_ev": -9.477,
  "total_charge": 0
}